Density functional theory data (the ωB97M-V functional and the def2-TZVPD basis) for C6H11AsF6KNO as an isolated structure.

Its LUMO energy (spin up / spin down) is -4.54 / -8.56 eV. Its spin multiplicity is 2. The calculation puts the HOMO-LUMO gap (spin up / spin down) at 0.372 / 0.224 Ha. Its total charge is +1.

Structure (XYZ):
```
27
Properties=species:S:1:pos:R:3:forces:R:3:nbo_charge:R:1
H -1.65755 -2.40489 3.36617 0.0 -0.1 0.0 0.267
H -0.63644 -0.41039 4.01316 -0.1 0.0 0.0 0.254
H 2.11182 -1.10971 0.84142 0.0 0.0 0.0 0.250
K -1.38901 2.61972 -1.78919 -1.3 -0.5 1.2 0.984
H -0.19470 -3.87534 2.23428 0.0 0.0 0.0 0.264
F 0.06029 2.17638 -3.46303 0.7 -0.4 -0.5 -0.698
H 1.35631 -1.18062 -0.76057 0.0 -0.1 0.0 0.291
H -0.26490 -2.84323 -0.00763 0.0 0.0 0.0 0.228
As 0.21753 3.75536 -4.30299 0.2 0.2 -0.5 2.833
F 1.70877 3.96175 -3.46588 0.0 0.0 -0.1 -0.615
H 0.90460 -2.67041 2.83248 0.0 0.0 0.0 0.214
C -0.85923 -0.49331 2.95411 0.1 -0.2 -0.1 -0.277
O -0.60667 0.40809 0.06628 0.1 0.1 -0.1 -0.473
F 0.29419 5.29846 -5.01771 0.0 -0.1 0.0 -0.595
N 0.21892 -0.00550 2.19737 0.2 -0.1 -0.7 -0.223
F -1.37946 3.45063 -4.90834 0.1 0.0 0.0 -0.626
C 1.16803 -1.26174 0.31046 0.1 0.0 -0.2 -0.536
H -1.84728 -1.96818 1.66918 0.0 0.0 0.0 0.230
F 0.95834 2.95789 -5.61364 0.0 0.0 0.0 -0.598
F -0.59383 4.45341 -2.87918 0.3 0.7 -0.1 -0.687
C 0.20968 -0.19420 0.67211 -0.2 0.1 0.8 0.726
H 1.33413 -3.38020 0.44794 0.0 0.0 0.0 0.257
C 0.09085 -2.82872 2.11789 0.0 0.0 0.1 -0.437
H 1.13109 0.12981 2.63349 -0.1 0.1 0.1 0.428
C 0.56463 -2.64361 0.67393 0.0 0.0 -0.1 -0.386
H -1.76355 0.06425 2.68256 0.0 0.0 0.0 0.288
C -1.13655 -2.00569 2.49534 -0.1 0.3 0.1 -0.365
```
Forces are in eV/Å.